(1)
Computed, not measured: a cluster of 7 separate species, C46H104N5O2 in total, with the ωB97M-V functional and the def2-TZVPD basis.

Output
HOMO   -12.0204 eV
Energy above the lowest of the compared OMol25 structures with the same formula, charge and spin   0.0 kJ/mol
Kohn-Sham gap   6.4505 eV
Strongest force on any atom   2.3 eV Å⁻¹

```
! wB97M-V def2-TZVPD RIJCOSX def2/J DEFGRID3
* xyz 3 1
C 0.7482 -1.8385 -0.7972
C 1.2560 -0.4304 -1.1075
C 0.1596 0.5490 -0.6510
O 2.4961 -0.1757 -0.5041
H -0.1312 -2.1363 -1.3821
H 0.5587 -2.1167 0.2403
H 1.4563 -2.5973 -1.1580
H 1.3514 -0.2540 -2.1902
H 0.0001 0.5097 0.4282
H -0.7722 0.3598 -1.1896
H 0.4999 1.5588 -0.9125
C -4.0081 -3.7927 0.6952
C -3.8346 -2.7034 1.7876
C -2.4017 -2.1222 1.6371
O -4.8762 -1.8231 1.8780
H -4.9090 -4.3998 0.8169
H -3.1018 -4.4013 0.7126
H -4.1887 -3.3767 -0.3081
H -3.8670 -3.3629 2.6783
H -2.0913 -1.8787 0.6128
H -1.7091 -2.9236 1.9186
H -2.1683 -1.2402 2.2394
C 1.7233 -1.8622 4.3295
C 1.9240 -0.7586 3.2841
C 2.2169 0.5929 3.9555
N 2.6709 1.6806 3.0049
C 3.8342 1.2872 2.1214
C 3.0434 2.9287 3.8179
C 2.5826 4.1392 3.0276
C 1.2473 3.6103 2.4873
C 1.5006 2.1489 2.1243
H 1.6485 -2.8035 3.7926
H 0.8444 -1.6606 4.9409
H 2.5941 -1.8497 4.9849
H 1.1759 -0.7156 2.4958
H 2.9257 -0.9176 2.8721
H 3.0378 0.4535 4.6613
H 1.3980 1.0813 4.4873
H 4.3802 2.2046 1.9092
H 3.5051 0.8225 1.1853
H 4.4407 0.6157 2.7256
H 4.0903 2.8401 4.1081
H 2.5245 2.8886 4.7765
H 3.3107 4.4244 2.2681
H 2.4739 4.9794 3.7107
H 0.8479 4.3296 1.7737
H 0.4948 3.5717 3.2822
H 1.9071 2.1528 1.1151
H 0.6218 1.5292 2.2458
C -3.2779 -1.0464 -2.0576
C -4.7674 -1.2021 -2.2476
C -5.6136 -0.5693 -1.1411
N -7.0536 -0.9907 -1.0646
C -6.9798 -2.4671 -0.7947
C -7.8238 -0.3226 0.0372
C -9.2765 -0.4183 -0.4041
C -9.2187 -0.2204 -1.9167
C -7.8130 -0.7153 -2.3408
H -2.7863 -1.5744 -2.8770
H -2.8638 -1.5458 -1.1792
H -2.9464 -0.0062 -2.0033
H -4.9008 -2.2864 -2.2874
H -5.1059 -0.8523 -3.2249
H -5.6115 0.5190 -1.2652
H -5.1798 -0.7524 -0.1519
H -6.8042 -2.9794 -1.7358
H -7.9849 -2.7387 -0.4754
H -6.2107 -2.7010 -0.0619
H -7.4912 -0.8087 0.9558
H -7.5166 0.7203 0.1354
H -9.7472 -1.3567 -0.1163
H -9.8844 0.3645 0.0487
H -10.0733 -0.7508 -2.3295
H -9.2743 0.8321 -2.1886
H -7.9140 -1.5021 -3.0869
H -7.3143 0.0656 -2.9153
C -3.1976 -1.4347 5.1003
C -3.2388 -0.4982 3.8788
C -4.0203 0.7795 4.1592
N -4.1074 1.7001 2.9577
C -5.1032 1.0686 2.0122
C -2.7241 1.8519 2.3298
C -2.7723 3.1771 1.5828
C -3.9076 3.9990 2.1448
C -4.5233 3.1476 3.2450
H -4.1964 -1.7307 5.4063
H -2.6378 -1.0374 5.9565
H -2.5303 -2.2785 4.9145
H -3.7705 -1.0953 3.1277
H -2.2191 -0.2857 3.5606
H -3.5247 1.3511 4.9516
H -4.9848 0.5584 4.6172
H -5.1187 1.7797 1.1813
H -6.0672 1.0635 2.5097
H -4.7273 0.0963 1.6879
H -2.4570 1.0325 1.6688
H -2.0423 1.9361 3.1756
H -2.9489 2.9364 0.5316
H -1.7587 3.5796 1.5838
H -4.6188 4.2448 1.3570
H -3.5479 4.9624 2.5038
H -5.6091 3.1478 3.2223
H -4.1218 3.4657 4.2045
C 3.9321 -4.3671 -4.2525
C 4.8353 -3.2834 -3.6263
C 4.6359 -3.2984 -2.1084
N 5.6842 -2.4271 -1.3935
C 5.6896 -1.0341 -1.9378
C 5.2830 -2.4744 0.0965
C 5.9656 -3.7009 0.6742
C 7.2688 -3.8428 -0.1082
C 6.9909 -3.1601 -1.4652
H 3.9365 -5.2669 -3.6228
H 4.3572 -4.8595 -5.1295
H 2.8955 -4.0966 -4.4339
H 4.4367 -2.3559 -4.0340
H 5.8289 -3.5487 -3.9795
H 4.4885 -4.2762 -1.6529
H 3.6933 -2.7909 -1.8803
H 6.3933 -0.5432 -1.2666
H 4.6560 -0.7011 -1.7929
H 6.0196 -1.0269 -2.9711
H 5.5840 -1.5670 0.6166
H 4.1993 -2.5508 0.1742
H 6.1261 -3.4763 1.7329
H 5.3572 -4.5996 0.7662
H 8.1442 -3.3216 0.2778
H 7.5430 -4.8915 -0.1939
H 7.7799 -2.4605 -1.7329
H 6.9667 -3.9520 -2.2091
C 1.6008 0.7713 -5.5189
C 2.6750 1.8043 -5.2218
C 3.0590 1.7498 -3.7566
N 3.8144 2.9495 -3.1972
C 3.2401 4.2586 -3.7006
C 5.3120 2.8737 -3.4089
C 5.9293 3.5897 -2.2198
C 4.8599 3.6914 -1.1230
C 3.7226 2.8714 -1.6812
H 2.0642 -0.2172 -5.6012
H 1.1305 1.0077 -6.4707
H 0.8336 0.6004 -4.7618
H 2.2344 2.7615 -5.5034
H 3.5580 1.6186 -5.8358
H 3.6612 0.8663 -3.5532
H 2.1362 1.7147 -3.1763
H 2.1759 4.2820 -3.4793
H 3.4325 4.3257 -4.7645
H 3.7215 5.0422 -3.1207
H 5.4447 3.4003 -4.3582
H 5.6715 1.8822 -3.6794
H 6.2678 4.5948 -2.4793
H 6.8800 3.1485 -1.9192
H 4.5533 4.7186 -0.9322
H 5.1932 3.2185 -0.2010
H 2.7377 3.1823 -1.3361
H 3.8781 1.8374 -1.3617
*
```

Mulliken population analysis, charges in e, atoms 1 to 4: C -1.259; C 1.119; C -0.063; O -0.854

***

(2)
Computed, not measured: a structure of composition C3H8N4, with the ωB97M-V functional and the def2-TZVPD basis.

Output
HOMO   -8.0336 eV
Energy above the lowest of the compared OMol25 structures with the same formula, charge and spin   411.9 kJ/mol
Kohn-Sham gap   8.9673 eV
Strongest force on any atom   3.1 eV Å⁻¹

```
! wB97M-V def2-TZVPD RIJCOSX def2/J DEFGRID3
* xyz 0 1
C 0.0216 -0.3928 0.1779
C -1.2473 1.8312 0.6890
C 1.4787 -1.3544 -1.5255
N 0.1920 -1.2301 1.2079
N -0.6843 -0.3502 1.9204
N -0.8866 0.4603 0.7536
N 0.5492 -0.2796 -1.1209
H -2.0459 1.9100 1.3531
H -0.5222 2.6148 0.8587
H -1.6848 1.8391 -0.3700
H 2.2349 -1.5539 -0.7810
H 0.9237 -2.2129 -1.8500
H 1.9573 -0.9961 -2.4643
H -1.3797 -0.8257 2.4991
H 1.0934 0.5402 -1.3481
*
```

natural (NBO) population analysis, charges in e, atoms 1 to 4: C 0.458; C -0.410; C -0.408; N -0.374

***

(3)
Computed, not measured: the molecule C7H12, with the ωB97M-V functional and the def2-TZVPD basis.

Output
HOMO   -9.1754 eV
Energy above the lowest of the compared OMol25 structures with the same formula, charge and spin   138.9 kJ/mol
Kohn-Sham gap   10.1983 eV
Strongest force on any atom   0.2 eV Å⁻¹

```
! wB97M-V def2-TZVPD RIJCOSX def2/J DEFGRID3
* xyz 0 1
C -2.8320 0.6689 1.6850
C -2.1537 0.7415 0.3428
C -1.5313 -0.2121 -0.3008
C -0.7421 -1.0274 -0.9509
C 0.7311 -1.1168 -0.5833
C 1.4753 0.2134 -0.7543
C 2.9373 0.1272 -0.3218
H -3.1551 -0.3421 1.9466
H -3.6990 1.3366 1.7046
H -2.1381 1.0154 2.4613
H -2.1211 1.7244 -0.1279
H -1.1202 -1.6231 -1.7810
H 0.8204 -1.4363 0.4646
H 1.2106 -1.8931 -1.1921
H 0.9588 0.9837 -0.1662
H 1.4112 0.5315 -1.8030
H 3.0177 -0.1375 0.7398
H 3.4768 -0.6368 -0.8950
H 3.4537 1.0825 -0.4683
*
```

natural (NBO) population analysis, charges in e, atoms 1 to 4: C -0.630; C -0.278; C 0.082; C -0.276

***

(4)
Computed, not measured: a cluster of 4 separate species, C20H35O12P in total, with the ωB97M-V functional and the def2-TZVPD basis.

Output
HOMO   -8.3866 eV
Kohn-Sham gap   8.6740 eV
Strongest force on any atom   5.0 eV Å⁻¹

```
! wB97M-V def2-TZVPD RIJCOSX def2/J DEFGRID3
* xyz 0 1
C -2.8022 -5.5417 2.1390
C -1.6986 -4.8431 1.3761
C -1.6395 -3.3617 1.6059
O -1.0262 -2.8970 0.4063
C -1.3478 -3.7996 -0.5657
O -1.1530 -3.6321 -1.7354
O -1.9229 -4.9125 -0.0310
H -2.9554 -6.5519 1.7522
H -2.5630 -5.6031 3.2031
H -3.7543 -5.0157 2.0276
H -0.7359 -5.3236 1.5843
H -1.0395 -3.0937 2.4770
H -2.6245 -2.8920 1.6918
C 2.4139 7.0264 2.4477
C 1.5438 5.8369 2.7905
C 1.6255 4.7125 1.8002
O 0.3641 4.0729 1.9682
C -0.5027 5.0348 2.3988
O -1.6883 4.8945 2.4708
O 0.1607 6.1784 2.7320
H 2.1329 7.8925 3.0516
H 3.4685 6.8016 2.6214
H 2.2898 7.3193 1.4014
H 1.7602 5.4954 3.8090
H 2.4427 4.0211 2.0139
H 1.7036 5.0487 0.7612
C -5.9995 -1.6540 -2.3187
C -6.4396 -2.5842 -1.2094
C -5.8299 -2.2755 0.1265
O -5.8706 -3.5436 0.7741
C -5.8208 -4.4841 -0.2138
O -5.6555 -5.6542 -0.0275
O -5.9793 -3.9136 -1.4413
H -6.2706 -2.0663 -3.2936
H -6.4619 -0.6705 -2.2099
H -4.9132 -1.5278 -2.3222
H -7.5338 -2.6145 -1.1574
H -6.3993 -1.5341 0.6892
H -4.7850 -1.9543 0.0664
C 0.7573 0.9406 0.7139
O 1.6683 -0.1768 0.5006
C 1.1500 -1.0764 -0.5172
C 2.3859 -1.5498 -1.4208
C 2.4714 -0.8863 -2.8899
P 1.8417 0.8909 -3.0339
C 2.9373 2.0883 -2.0051
C 4.4933 2.0123 -2.4034
C 5.2047 1.0071 -1.3569
C 6.0401 1.7525 -0.2241
O 7.2923 1.6303 -0.2222
O 5.3855 2.5082 0.7950
H 0.6766 1.4827 -0.3049
H 1.2113 1.6955 1.4375
H -0.2582 0.5317 1.0368
H 0.7804 -2.0258 0.0532
H 0.2483 -0.6850 -1.0925
H 2.2414 -2.6859 -1.5926
H 3.3711 -1.4756 -0.8223
H 3.5915 -0.8684 -3.1734
H 1.9484 -1.5670 -3.6384
H 0.5164 1.0189 -2.4518
H 2.7781 1.9800 -0.8779
H 2.5526 3.1443 -2.2758
H 4.5830 1.6775 -3.4886
H 5.0043 3.0418 -2.2934
H 5.8603 0.2471 -1.9019
H 4.3549 0.4382 -0.8186
H 4.4185 2.5181 0.6083
*
```

natural (NBO) population analysis, charges in e, atoms 1 to 4: C -0.631; C 0.060; C -0.093; O -0.504

***

(5)
Computed, not measured: a cluster of 2 separate species, C3H3N5O6 in total, with the ωB97M-V functional and the def2-TZVPD basis.

Output
HOMO   -9.5333 eV
Energy above the lowest of the compared OMol25 structures with the same formula, charge and spin   55.1 kJ/mol
Kohn-Sham gap   8.5836 eV
Strongest force on any atom   3.3 eV Å⁻¹

```
! wB97M-V def2-TZVPD RIJCOSX def2/J DEFGRID3
* xyz 0 1
C -0.0079 -1.1206 -0.9481
C -2.3627 0.5779 2.0906
C 0.5481 1.2047 0.5188
N 1.1672 -0.4201 -1.0852
N 1.3845 0.7426 -0.3256
N -1.0332 -0.7670 -0.3364
N 0.2563 -2.5204 -1.6040
N 0.5589 2.4353 1.0399
O -1.4895 0.3886 2.7902
O -3.1537 0.6953 1.2659
O 1.3633 -2.7174 -1.9735
O -0.6546 -3.2626 -1.5991
O 0.8683 2.6679 2.1837
O 0.0881 3.2639 0.2394
H 2.0264 -0.9393 -1.4941
H 2.2197 1.1867 -0.4625
H -1.7792 -1.4155 -0.3000
*
```

natural (NBO) population analysis, charges in e, atoms 1 to 4: C 0.459; C 1.026; C 0.270; N -0.462

***

(6)
Computed, not measured: a cluster of 11 separate species, C19H60N4O11 in total, with the ωB97M-V functional and the def2-TZVPD basis.

Output
HOMO   -8.5680 eV
Energy above the lowest of the compared OMol25 structures with the same formula, charge and spin   414.4 kJ/mol
Kohn-Sham gap   8.5786 eV
Strongest force on any atom   12.5 eV Å⁻¹

```
! wB97M-V def2-TZVPD RIJCOSX def2/J DEFGRID3
* xyz 0 1
N -0.0797 0.2369 3.0470
C -0.4417 0.0339 4.2860
N -0.1007 0.9639 5.1530
O -1.1667 -1.0821 4.6170
H -0.5317 -0.2281 2.2690
H 0.3993 1.0859 2.7020
H -0.1847 0.7719 6.1680
H 0.4403 1.7879 4.8320
N 4.3483 -0.6411 2.3140
C 3.3083 -0.0391 2.7450
N 2.3423 -0.9141 2.7270
O 3.2603 1.2209 3.2700
H 5.1423 -0.1051 2.1670
H 4.4163 -1.6251 2.1220
H 1.4773 -0.4341 2.8310
H 2.2493 -1.7961 2.3320
C 2.0023 4.3009 -3.6160
C 1.9353 2.8149 -3.3370
C 0.5003 2.3129 -3.2320
O 2.5493 2.1329 -4.1760
H 1.8493 4.8189 -2.6420
H 1.1473 4.6999 -4.1750
H 2.9083 4.6839 -4.0550
H 2.5133 2.6179 -2.4540
H -0.0597 2.3349 -4.1720
H -0.1117 2.8959 -2.4990
H 0.5383 1.2539 -2.8760
H 1.9033 1.5999 -4.6880
C 2.4423 0.8659 -0.4400
C 2.7553 -0.0981 -1.5030
C 3.8833 -1.0501 -1.1000
O 1.8103 -0.8321 -1.7870
H 3.2533 1.5799 -0.2860
H 2.1793 0.3879 0.4920
H 1.5673 1.4759 -0.7250
H 3.0453 0.4109 -2.3960
H 3.7313 -1.8211 -0.3670
H 4.7013 -0.4961 -0.7500
H 4.2373 -1.5501 -1.9750
H 1.7603 -0.8811 -2.7530
C -2.5707 -2.3991 2.0880
C -3.8277 -1.7461 2.7360
C -3.8167 -0.1921 2.5040
O -4.8357 -2.3281 2.3390
H -1.6517 -1.9571 2.4170
H -2.6867 -2.2241 0.9990
H -2.4367 -3.4341 2.4330
H -3.8227 -2.0891 3.8080
H -4.1087 0.0629 1.4870
H -2.8087 0.2229 2.5010
H -4.3767 0.2859 3.3430
H -4.8087 -3.2051 2.6190
C 1.6293 -3.9931 -0.7650
C 1.7173 -3.2401 0.5820
C 0.5313 -3.4241 1.4660
O 2.6433 -3.5641 1.3530
H 1.5953 -5.0611 -0.7180
H 2.5043 -3.6591 -1.3590
H 0.8133 -3.5921 -1.3560
H 1.8533 -2.1771 0.3190
H 0.3163 -4.4331 1.7300
H -0.3477 -3.1021 0.8500
H 0.5803 -2.7941 2.3580
H 2.6203 -4.5371 1.4520
C -3.9497 2.6159 0.1150
O -2.7887 2.7609 -0.6410
H -4.4457 3.5439 0.0400
H -3.6327 2.3639 1.1430
H -4.3857 1.7209 -0.3290
H -3.1257 2.6089 -1.4930
C -1.2747 0.2349 -0.1880
O -0.2797 -0.5751 0.4210
H -0.8477 0.7739 -0.9940
H -1.6967 0.9349 0.6100
H -2.1497 -0.3091 -0.6070
H 0.2513 -0.8841 -0.3030
C -2.8027 1.2939 -3.4870
O -3.9407 1.1439 -2.7570
H -1.8987 1.3389 -2.8920
H -2.8167 2.2289 -3.9980
H -2.7637 0.5349 -4.2240
H -4.0747 0.2459 -2.5390
C -0.0697 2.9059 1.0360
O 0.9473 2.3179 1.7770
H 0.0963 4.0239 1.0210
H -1.0237 2.7369 1.5400
H 0.0203 2.6929 0.0370
H 1.7523 2.6559 1.4320
C -0.9677 -1.7601 -2.7920
O -1.7627 -2.1881 -3.8730
H -1.0727 -0.7321 -2.6340
H 0.0433 -2.0621 -3.0590
H -1.3157 -2.3041 -1.9560
H -2.6507 -1.9771 -3.6660
*
```

Mulliken population analysis, charges in e, atoms 1 to 4: N 0.516; C 0.190; N -0.308; O -0.728